96
Properties=species:S:1:pos:R:3:forces:R:3 method="wB97M-V/def2-TZVPD" spin_multiplicity=1 fmax_ha_per_bohr=0.034 charge=+3 homo_ha=-0.5232 e_lumo_ev=-9.057
Pb -0.946 1.054 -0.464 0.360 0.786 -0.365
C -5.069 2.240 1.777 0.060 0.116 0.083
C -4.097 1.205 1.295 -0.200 0.419 0.015
O -3.022 1.620 0.820 0.086 -0.179 -0.137
C -4.506 -0.201 1.360 0.335 -0.291 -0.063
C -5.843 -0.515 1.658 0.095 0.103 -0.005
C -6.305 -1.812 1.683 -0.075 -0.131 0.010
C -5.435 -2.852 1.390 -0.075 0.155 0.009
C -4.111 -2.581 1.090 0.284 0.041 -0.116
C -3.631 -1.279 1.096 -0.631 -0.323 0.154
O -2.321 -0.988 0.851 1.077 0.100 -0.264
H -4.598 3.221 1.785 0.054 -0.032 -0.015
H -5.424 2.018 2.782 -0.044 -0.021 -0.002
H -5.936 2.271 1.115 -0.037 -0.005 0.015
H -6.545 0.278 1.866 0.012 0.030 0.003
H -7.339 -2.015 1.919 -0.018 0.007 0.004
H -5.787 -3.875 1.394 0.002 -0.020 -0.026
H -3.442 -3.391 0.839 -0.069 -0.045 0.060
S 4.119 -4.156 -0.614 0.272 0.335 -0.028
C 5.523 -5.119 -0.776 -0.153 0.014 0.046
C 6.640 -4.364 -0.935 0.055 -0.152 -0.007
C 6.369 -2.977 -0.933 -0.211 0.174 0.027
C 5.041 -2.679 -0.766 -0.011 -0.621 0.010
C 4.403 -1.377 -0.706 0.194 0.381 -0.018
C 3.025 -1.241 -0.527 -0.722 -0.388 0.127
N 2.330 -0.125 -0.425 -0.501 0.194 0.025
C 2.991 1.048 -0.525 0.562 0.003 -0.065
C 4.403 1.025 -0.758 -0.637 0.188 0.078
C 5.142 2.225 -0.952 0.324 -0.017 -0.028
C 4.530 3.410 -0.913 0.021 0.288 -0.006
C 3.134 3.505 -0.632 -0.400 -0.656 0.081
C 2.573 4.777 -0.585 -0.051 0.117 0.059
C 1.254 4.964 -0.248 -0.011 -0.258 0.051
C 0.538 3.796 0.025 -0.096 -0.271 0.172
N 0.986 2.546 -0.092 0.976 -0.214 -0.176
C 2.326 2.343 -0.409 -0.008 0.818 -0.140
C 0.632 6.272 -0.207 -0.434 0.555 0.063
C 1.161 7.470 -0.624 0.018 -0.459 0.068
C 0.271 8.553 -0.486 -0.230 0.175 0.005
C -0.928 8.180 0.039 -0.039 0.023 0.028
S -0.993 6.507 0.371 0.491 0.075 0.025
C 5.084 -0.187 -0.827 0.053 -0.278 -0.024
H 5.432 -6.192 -0.739 0.064 -0.032 -0.011
H 7.627 -4.784 -1.046 0.024 -0.008 -0.021
H 7.145 -2.236 -1.053 -0.002 0.055 0.008
H 2.476 -2.179 -0.470 -0.332 0.105 0.076
H 6.204 2.150 -1.142 0.024 0.013 -0.006
H 5.074 4.330 -1.074 0.033 0.001 -0.003
H 3.207 5.628 -0.794 0.053 0.005 -0.015
H -0.484 3.895 0.373 -0.120 0.008 -0.102
H 2.158 7.578 -1.026 0.023 0.001 -0.023
H 0.499 9.567 -0.774 0.033 0.027 0.040
H -1.777 8.802 0.268 -0.012 0.042 -0.014
H 6.153 -0.184 -0.991 0.027 0.094 -0.005
C 1.637 -2.620 3.219 -0.393 -0.223 0.151
Si 0.044 -3.469 3.786 -0.061 0.052 -0.024
C 0.285 -5.238 4.350 -0.065 0.391 0.031
C -0.948 -2.350 4.928 0.264 -0.371 -0.087
C -1.111 -3.577 2.205 0.619 0.293 0.493
Te -0.652 -2.069 0.794 -1.242 -1.196 -0.045
C -1.147 -3.267 -0.902 0.404 0.272 -0.302
Si -0.622 -2.900 -2.747 0.032 0.307 -0.156
C -0.417 -1.023 -2.989 -0.061 -0.358 0.059
C -2.096 -3.466 -3.758 0.320 -0.096 0.143
C 1.001 -3.776 -3.096 -0.434 0.072 -0.008
H 2.324 -2.504 4.059 0.003 0.021 0.029
H 1.448 -1.618 2.822 0.092 0.048 0.068
H 2.164 -3.205 2.464 0.075 -0.067 -0.124
H 0.853 -5.262 5.281 0.027 0.016 0.041
H 0.828 -5.844 3.624 0.019 0.067 -0.080
H -0.671 -5.724 4.547 -0.045 0.013 0.002
H -0.407 -2.156 5.855 0.037 0.061 0.010
H -1.894 -2.816 5.207 -0.031 -0.030 -0.027
H -1.171 -1.385 4.465 0.044 0.026 -0.028
H -2.136 -3.399 2.530 -0.026 0.011 -0.088
H -1.044 -4.533 1.685 -0.058 0.079 -0.164
H -2.235 -3.338 -0.869 -0.007 -0.024 0.143
H -0.732 -4.238 -0.616 -0.084 -0.068 -0.002
H -1.384 -0.512 -2.933 -0.033 0.029 0.087
H -0.019 -0.808 -3.983 0.005 -0.078 -0.042
H 0.311 -0.621 -2.280 0.132 0.077 0.092
H -3.005 -2.909 -3.525 0.032 0.069 0.090
H -2.310 -4.525 -3.612 0.013 -0.044 0.007
H -1.898 -3.326 -4.822 0.056 0.009 -0.027
H 1.862 -3.336 -2.592 -0.032 0.054 0.072
H 1.205 -3.743 -4.168 -0.014 0.052 -0.036
H 0.950 -4.831 -2.825 -0.003 -0.037 0.047
I -1.284 6.514 -4.018 -0.122 -0.277 0.252
C -1.815 4.952 -2.759 0.113 0.240 -0.258
C -2.828 4.932 -1.816 0.130 -0.078 -0.247
N -2.774 3.740 -1.210 -0.211 0.124 0.140
N -1.780 2.979 -1.701 0.105 -0.596 0.123
C -1.190 3.711 -2.650 -0.133 0.130 -0.045
H -3.552 5.685 -1.558 -0.061 -0.037 0.038
H -3.336 3.381 -0.452 0.020 0.052 -0.014
H -0.364 3.327 -3.225 0.082 -0.029 0.032